Formula: C12H31BF2O8S4
Source: OMol25
Level of theory: ωB97M-V/def2-TZVPD

Properties
DFT total energy = -2895.04016 a.u.
net charge = 0
gap between HOMO and LUMO = 8.716 eV
LUMO level = 0.0123 Ha
maximum force = 0.0200 hartree/bohr

Each line ends with the natural charge from an NBO analysis.
Atoms and positions in Å:
C (-2.909, 2.342, -4.035)  -0.833
F (-4.667, -1.423, 1.235)  -0.374
H (3.718, -0.474, -1.261)  0.255
O (1.562, -2.610, -1.192)  -0.933
S (3.645, 1.887, -1.292)  1.263
H (-3.298, 3.070, -4.747)  0.225
S (-2.762, 3.107, -2.415)  1.259
C (-4.518, 3.419, -2.195)  -0.832
O (0.572, 1.890, 2.631)  -1.007
H (1.844, -4.775, 0.289)  0.476
O (-3.777, -3.505, 1.158)  -0.528
O (3.915, 2.069, 0.166)  -1.009
H (1.286, -3.384, -1.689)  0.500
H (-1.467, 1.266, 1.364)  0.248
C (4.873, 2.869, -2.158)  -0.828
H (3.521, 3.798, 3.227)  0.223
H (4.657, 3.917, -1.963)  0.241
C (2.565, 3.625, 2.732)  -0.838
H (2.712, 3.456, 1.667)  0.259
H (4.263, 0.170, -2.822)  0.230
C (-1.531, 0.299, 0.882)  -0.634
O (-2.398, 2.028, -1.462)  -0.987
H (-2.165, -5.575, -0.171)  0.129
C (-2.504, -3.328, 0.554)  -0.071
H (1.903, 4.471, 2.902)  0.230
O (-0.240, -1.448, -0.179)  -0.759
H (-5.731, -3.103, 0.950)  0.157
H (3.146, 1.010, 1.869)  0.267
O (-0.300, -4.134, 1.322)  -0.537
H (-5.062, 2.477, -2.258)  0.231
C (0.870, -3.383, 1.191)  0.538
H (-1.269, -2.436, 2.054)  0.212
H (-1.938, -4.022, 2.492)  0.208
S (-2.242, -4.427, -0.850)  -0.044
H (0.254, -0.594, 1.677)  0.188
C (-1.476, -3.441, 1.696)  -0.106
H (-1.914, 2.025, -4.339)  0.240
C (-0.150, -0.301, 0.709)  -0.065
C (3.037, 1.000, 2.958)  -0.847
H (4.802, 2.672, -3.227)  0.228
H (0.528, 0.444, 0.294)  0.187
C (4.321, 0.290, -1.740)  -0.831
H (5.866, 2.619, -1.784)  0.232
H (-2.145, -0.396, 1.461)  0.186
H (3.983, 1.256, 3.436)  0.224
F (1.115, -2.694, 2.362)  -0.359
O (1.918, -4.284, 1.108)  -0.693
S (1.782, 2.181, 3.454)  1.248
H (5.353, 0.227, -1.397)  0.230
H (-4.862, 4.116, -2.959)  0.225
H (-4.652, 3.858, -1.210)  0.243
H (-2.446, -2.329, 0.123)  0.227
B (0.722, -2.399, -0.102)  1.133
H (-1.976, 0.368, -0.106)  0.236
H (-3.569, 1.477, -3.968)  0.230
C (-4.766, -2.688, 0.669)  0.330
H (2.707, 0.021, 3.305)  0.236
H (-4.705, -2.570, -0.416)  0.140